1.
The following is a DFT calculation (ωB97M-V/def2-TZVPD) of a gas-phase ion, C5H10NO (charge +1) at a distorted geometry.

Summary:
Kohn-Sham gap (eV): 10.67
Largest force on an atom (eV/Å): 3.93
Energy (eV): -8875.7525
HOMO (eV): -15.7

Structure (ORCA input):
```
! wB97M-V def2-TZVPD RIJCOSX def2/J DEFGRID3
* xyz 1 1
C -1.26560 1.19065 -2.01612
N -0.78892 0.47265 -1.07921
C -0.13107 0.03119 -0.08746
C 0.50779 0.95580 0.91567
C 1.88103 0.53103 1.34492
O -0.17696 -1.17859 0.33639
C -0.99043 -2.14045 -0.30229
H -0.52083 1.42808 -2.84475
H -2.23971 1.67884 -1.78780
H 0.41396 1.88075 0.44501
H -0.10940 0.95068 1.80682
H 1.84110 -0.27378 2.00408
H 2.71355 0.36776 0.58266
H 2.39664 1.23456 2.11648
H -1.15221 -2.95401 0.32478
H -0.51787 -2.48184 -1.23203
H -1.86107 -1.69332 -0.52714
*
```



2.
The following is a DFT calculation (ωB97M-V/def2-TZVPD) of 2 unconnected molecules or ions with the total composition C5H10NO at a distorted geometry.

Summary:
Kohn-Sham gap (spin up / spin down) (eV): 5.27 / 9.74
Largest force on an atom (eV/Å): 3.11
Energy (eV): -8871.5283
HOMO (spin up / spin down) (eV): -12.6 / -15.2

Structure (ORCA input):
```
! wB97M-V def2-TZVPD RIJCOSX def2/J DEFGRID3
* xyz 1 1
C -1.90391 -0.93243 -0.71549
C -1.90255 -0.90747 0.73759
C -0.92969 0.06124 -0.00602
C -1.19743 1.54342 -0.04951
C 4.05895 -0.25533 0.04410
N 0.32788 -0.40543 0.00038
O 1.36102 0.21798 -0.01715
H -1.45017 -1.76758 -1.22932
H -2.68584 -0.43272 -1.26640
H -2.68671 -0.38977 1.26788
H -1.45344 -1.72188 1.28471
H -1.03129 1.92925 -1.05424
H -0.51868 2.05990 0.62825
H -2.22181 1.75497 0.24411
H 4.17011 -0.42416 -1.01125
H 4.01401 -1.08283 0.72735
H 4.04956 0.75281 0.41501
*
```



3.
The following is a DFT calculation (ωB97M-V/def2-TZVPD) of a gas-phase ion, C5H10NO (charge +1) at a distorted geometry.

Summary:
Kohn-Sham gap (eV): 8.50
Largest force on an atom (eV/Å): 4.93
Energy (eV): -8875.6073
HOMO (eV): -13.6

Structure (ORCA input):
```
! wB97M-V def2-TZVPD RIJCOSX def2/J DEFGRID3
* xyz 1 1
C -2.53108 -0.23872 -0.87194
C -2.08019 0.21871 0.57945
N -0.76962 0.81491 0.62814
C 0.27475 -0.00486 0.34934
C 1.73395 0.21747 0.01456
C 2.96991 -0.55818 0.11108
O 4.08328 0.01587 -0.31692
H -1.65941 0.14689 -1.56288
H -2.57913 -1.25362 -1.06902
H -3.52879 0.29344 -1.17022
H -2.09900 -0.57814 1.31068
H -2.80578 0.97422 1.02981
H -0.72668 1.81955 0.81597
H 0.09398 -1.07320 0.04486
H 1.84323 1.36231 -0.00610
H 2.92532 -1.57545 0.41570
H 4.85527 -0.58122 -0.30252
*
```



4.
The following is a DFT calculation (ωB97M-V/def2-TZVPD) of 2 unconnected molecules or ions with the total composition C5H10NO at a distorted geometry.

Summary:
Kohn-Sham gap (eV): 9.78
Largest force on an atom (eV/Å): 3.74
Energy (eV): -8874.7531
HOMO (eV): -15.3

Structure (ORCA input):
```
! wB97M-V def2-TZVPD RIJCOSX def2/J DEFGRID3
* xyz 1 1
C -3.05288 -0.89002 -1.52120
C -0.26248 -0.77203 1.22154
C 0.87818 1.44979 1.13581
C 0.97350 -0.11013 -0.85416
C 0.50022 0.19772 0.39686
N -1.98572 -0.73112 -1.11759
O 1.57293 0.89204 -1.55173
H -3.92581 -1.34608 -1.76643
H -0.61333 -0.19220 2.09028
H 0.43681 -1.59357 1.45321
H -1.21264 -1.10512 0.63022
H 0.98872 1.06278 2.12594
H 0.02280 2.14259 1.32720
H 1.75968 1.99173 0.65390
H 0.12279 -0.45297 -1.49957
H 1.41690 -1.13367 -0.74575
H 2.38032 0.59026 -1.97852
*
```



5.
The following is a DFT calculation (ωB97M-V/def2-TZVPD) of 2 unconnected molecules or ions with the total composition C5H10NO at a distorted geometry.

Summary:
Kohn-Sham gap (eV): 10.25
Largest force on an atom (eV/Å): 6.65
Energy (eV): -8873.9739
HOMO (eV): -13.8

Structure (ORCA input):
```
! wB97M-V def2-TZVPD RIJCOSX def2/J DEFGRID3
* xyz 1 1
C -1.38310 0.31227 0.02828
C -2.32291 0.62386 1.09729
C -0.82077 -0.82353 -0.87148
C -0.23120 0.47577 -0.51055
C 2.61485 -1.57152 0.60834
N 0.68699 1.45608 -1.07025
O 2.45421 -0.42541 0.24730
H -2.04715 -0.00387 1.96285
H -2.33202 1.69005 1.40735
H -0.19775 -1.64452 -0.35938
H -1.25689 -1.13588 -1.89256
H 3.04237 -1.83035 1.58729
H 2.49635 -2.56804 0.04720
H 0.49496 2.31378 -0.45930
H 0.51734 1.62065 -1.99730
H 1.65485 1.17647 -0.77590
H -3.37012 0.33421 0.95081
*
```



6.
The following is a DFT calculation (ωB97M-V/def2-TZVPD) of a molecular structure, C5H10NO at a distorted geometry.

Summary:
Kohn-Sham gap (eV): 9.61
Largest force on an atom (eV/Å): 4.14
Energy (eV): -8874.3843
HOMO (eV): -14.0

Structure (ORCA input):
```
! wB97M-V def2-TZVPD RIJCOSX def2/J DEFGRID3
* xyz 1 1
C -1.07703 -1.36731 -0.48104
C 1.78535 0.04296 0.52572
C 1.35540 -0.69508 -0.50993
C 3.17012 0.47798 0.33164
C -3.25272 0.58904 0.03840
N 0.09777 -1.25581 -0.55404
O -1.95197 0.07701 0.36394
H -3.50234 1.56233 0.38818
H -1.86102 -2.05015 -0.53536
H 1.22467 0.46351 1.35323
H 1.90844 -0.97997 -1.45023
H 3.92806 0.03217 0.84921
H 3.44836 0.47974 -0.75896
H 3.19280 1.54903 0.58913
H -3.87271 -0.20889 0.36315
H -3.37203 0.53972 -1.05785
H -1.22114 0.74372 0.54481
*
```



- The lowest largest force on an atom belongs to which entry?
  number 2